{
  "formula": "C32H33N6O2",
  "method": "wB97M-V/def2-TZVPD",
  "multiplicity": 1,
  "lumo_ev": -3.624,
  "energy_ha": -1718.0341,
  "de_lowest_kcal_mol": 0.0,
  "largest_force_ha_per_bohr": 0.034,
  "charge": 1,
  "elements": ["H", "H", "H", "H", "H", "C", "C", "C", "C", "C", "H", "H", "H", "N", "N", "C", "H", "H", "C", "N", "H", "H", "C", "C", "O", "C", "H", "N", "C", "H", "H", "H", "H", "H", "C", "H", "C", "C", "O", "C", "H", "C", "C", "H", "N", "H", "C", "C", "H", "H", "H", "C", "H", "H", "H", "C", "C", "C", "C", "C", "H", "C", "H", "H", "H", "C", "C", "C", "C", "C", "H", "C", "N"],
  "coordinates": [[7.64, 0.11, 6.54], [2.77, 3.20, 1.85], [-2.02, 3.45, -2.25], [3.97, 6.80, 5.11], [3.33, 5.83, -1.55], [-0.60, 2.02, -0.32], [5.31, -3.69, 4.81], [6.66, 2.44, 6.10], [3.38, 0.01, 3.54], [-3.02, -1.11, 4.62], [-1.16, 2.14, -3.09], [6.97, -2.02, 5.41], [5.11, 3.23, 7.38], [5.18, -1.26, 4.66], [6.05, 1.17, 5.78], [4.32, 4.75, 4.73], [5.82, -1.47, 6.65], [-0.52, 3.81, -3.15], [0.31, 1.51, 2.01], [2.64, 1.13, 3.41], [5.03, -3.60, 5.87], [-4.08, -0.89, 4.75], [-0.89, 1.11, 2.62], [5.60, 3.48, 6.43], [4.29, -2.56, 2.95], [4.43, 5.95, 5.62], [6.40, -3.82, 4.73], [-0.22, 2.84, -1.34], [-1.10, 0.04, 3.53], [-0.35, -0.63, 3.94], [2.38, 3.13, 3.89], [-6.04, 2.39, 2.17], [7.59, 0.16, 4.76], [4.83, -4.57, 4.38], [-3.15, 0.88, 3.08], [3.05, -0.85, 2.97], [2.49, 3.57, 0.87], [4.18, 2.33, 4.80], [4.00, 4.81, 3.54], [3.01, 2.26, 4.04], [-2.92, -2.11, 4.18], [0.98, 3.47, -1.02], [3.17, 4.60, 0.22], [7.33, 2.29, 6.96], [4.61, 3.54, 5.36], [7.27, 2.80, 5.25], [-2.68, 2.79, 1.68], [6.24, -1.25, 5.65], [6.10, 4.44, 6.53], [3.91, 5.75, 6.56], [1.30, 4.81, -2.67], [-4.52, 1.10, 3.02], [-1.51, 1.43, -0.38], [5.48, 6.19, 5.82], [-5.21, 0.44, 3.54], [2.77, 5.04, -1.05], [-1.02, 3.07, -2.52], [6.98, 0.07, 5.67], [4.85, -2.48, 4.03], [1.65, 4.48, -1.69], [-1.97, 3.46, 1.20], [-4.06, 3.03, 1.60], [-2.53, -1.12, 5.60], [1.26, 1.28, 2.51], [-4.43, 3.88, 1.03], [0.35, 2.09, 0.74], [-2.22, 1.69, 2.39], [4.91, 1.14, 5.02], [-4.97, 2.19, 2.25], [1.38, 3.01, 0.26], [4.02, 5.06, 0.72], [4.50, -0.06, 4.37], [-2.43, -0.10, 3.77]]
}


{
  "formula": "C32H33N6O3SSeW",
  "method": "wB97M-V/def2-TZVPD",
  "multiplicity": 1,
  "lumo_ev": [-2.355, -2.353],
  "energy_ha": -4660.0950,
  "de_lowest_kcal_mol": 35.9,
  "largest_force_ha_per_bohr": 0.012,
  "charge": 1,
  "elements": ["C", "H", "C", "H", "H", "H", "C", "H", "H", "C", "C", "C", "C", "C", "C", "C", "H", "H", "H", "Se", "H", "S", "H", "H", "C", "N", "H", "C", "N", "H", "C", "N", "C", "C", "H", "C", "C", "N", "C", "C", "C", "H", "C", "C", "H", "C", "C", "O", "H", "H", "H", "C", "H", "O", "H", "H", "H", "H", "C", "H", "H", "H", "H", "C", "W", "C", "C", "N", "C", "C", "O", "C", "H", "H", "H", "H", "N"],
  "coordinates": [[-0.92, -2.41, 1.49], [-0.26, -2.54, -2.54], [-0.65, -3.33, -1.92], [-6.76, 3.65, -1.96], [-1.64, 1.83, 1.00], [-7.53, 2.80, 0.23], [5.23, 1.43, -1.88], [4.24, 1.31, -3.79], [6.09, 1.93, -2.29], [-4.80, 2.79, -1.79], [-1.50, -5.59, -1.63], [-3.76, -1.06, 0.66], [-4.13, -2.65, -1.08], [-5.68, 1.83, 0.67], [1.69, 3.85, -1.36], [0.57, 5.21, 0.46], [-5.22, -3.84, 1.90], [-2.92, 1.83, -1.32], [-3.25, -0.72, -1.40], [-0.57, 0.16, -2.42], [2.22, -0.91, 3.19], [-3.34, 0.56, 1.23], [-4.39, -1.62, 2.64], [2.21, 0.19, -2.91], [-4.68, -3.52, -0.15], [-1.83, 0.86, 0.73], [-2.03, -6.22, 0.36], [4.17, 1.08, -2.73], [-1.31, -3.70, 1.54], [-5.05, -4.49, -0.47], [1.20, 2.83, 0.82], [-0.61, -2.02, 0.28], [-1.66, -5.43, -0.27], [2.47, -0.48, 1.10], [-0.29, -2.16, 3.51], [-3.67, -1.40, -0.69], [-6.53, 2.58, -0.12], [1.99, -0.46, -0.12], [-0.65, -1.54, 2.68], [1.71, -1.08, 2.25], [3.03, 0.45, -2.26], [0.38, 5.97, -0.30], [4.04, 0.51, -0.07], [-4.78, -3.16, 1.19], [1.67, 2.89, -1.87], [-1.30, -4.19, 0.25], [-6.09, 3.05, -1.35], [0.68, 1.64, 0.78], [6.00, 1.42, 0.13], [-0.27, 5.21, 1.16], [1.48, 5.47, 1.00], [-4.31, -1.92, 1.60], [-0.86, -4.73, -3.50], [2.09, 3.12, 1.60], [-1.56, -1.03, 3.02], [2.70, 4.04, -0.99], [-0.78, 3.81, -1.49], [-4.47, 3.17, -2.74], [-3.94, 2.03, -1.01], [-1.67, -4.17, 2.36], [0.27, 0.30, 2.78], [1.67, -2.16, 2.08], [1.43, 4.64, -2.06], [-4.40, 1.56, 0.21], [-0.14, 0.05, -0.18], [5.19, 1.15, -0.53], [-0.83, -3.14, -0.55], [0.33, -0.56, 2.24], [0.69, 3.84, -0.20], [-1.00, -4.56, -2.44], [-0.59, 3.39, -0.64], [2.97, 0.18, -0.89], [4.18, 0.23, 2.06], [-1.76, -6.54, -2.09], [-4.06, -2.94, -2.12], [-6.00, 1.46, 1.64], [3.68, 0.07, 1.20]]
}


{
  "formula": "C32H34BCdF4N7O5PS",
  "method": "wB97M-V/def2-TZVPD",
  "multiplicity": 1,
  "lumo_ev": 2.154,
  "energy_ha": -3331.3361,
  "de_lowest_kcal_mol": 25.9,
  "largest_force_ha_per_bohr": 0.043,
  "charge": -1,
  "elements": ["H", "O", "H", "H", "N", "O", "Cd", "C", "H", "P", "C", "C", "O", "C", "O", "H", "H", "C", "C", "N", "H", "C", "C", "C", "H", "H", "C", "H", "C", "C", "C", "H", "H", "H", "N", "H", "C", "O", "H", "H", "C", "H", "H", "S", "C", "C", "H", "H", "H", "H", "N", "F", "B", "N", "C", "C", "H", "H", "H", "C", "H", "N", "F", "C", "H", "C", "C", "H", "C", "C", "C", "H", "H", "C", "H", "C", "C", "F", "C", "H", "H", "H", "C", "C", "F", "N"],
  "coordinates": [[-1.25, -1.19, 3.50], [-1.09, -1.96, 4.14], [4.19, -1.79, 1.03], [4.84, 3.34, 1.18], [-1.69, 0.48, 1.29], [-2.59, 1.84, -0.91], [-1.29, 0.09, -0.76], [-1.67, 1.62, 1.87], [-3.97, -2.28, -4.46], [-2.50, -0.45, -3.86], [0.63, 4.76, -2.30], [-1.44, -5.44, 1.93], [4.08, -4.08, 2.50], [2.84, 2.68, 0.69], [-2.13, -1.04, -2.56], [3.00, 0.57, 3.87], [2.84, -4.07, 4.08], [1.30, -1.76, 0.58], [-3.17, -1.75, -4.98], [-0.57, 2.82, -2.45], [-1.42, 0.86, -5.64], [3.99, 2.73, 1.46], [-1.96, 2.85, 1.19], [1.19, 2.89, -0.75], [-1.98, -4.15, 0.29], [-2.36, -2.45, -5.16], [-1.85, -1.75, 1.33], [2.13, -4.76, 2.59], [2.93, 1.15, 2.96], [-1.24, -3.07, 3.41], [3.54, -2.59, 0.65], [0.96, 0.44, 2.45], [-1.95, 3.19, -3.95], [-0.73, -4.33, 5.05], [2.21, -2.45, 1.20], [-0.42, -0.49, -5.04], [-2.93, 4.13, -0.63], [-2.35, -1.76, 0.19], [-1.48, 4.00, 2.92], [-3.96, 1.40, -4.59], [-1.70, -4.22, 1.33], [-3.39, 4.14, -1.61], [1.12, -2.56, 2.99], [-0.50, 5.13, -3.52], [-1.00, -4.31, 4.01], [1.79, 1.07, 2.18], [-3.20, 6.21, -0.30], [-0.61, 0.95, -4.06], [3.50, -2.52, -0.43], [5.14, -4.04, 0.80], [2.45, 3.34, -0.44], [0.71, 0.08, -2.35], [1.89, -0.43, -2.93], [0.75, 2.01, 0.10], [2.76, -3.96, 3.00], [-1.15, 3.52, -3.33], [-1.49, 1.69, 2.96], [-2.17, 6.16, 1.96], [-0.88, -6.43, 3.75], [-1.11, 0.30, -4.76], [-3.53, 1.43, -2.83], [0.44, -1.20, 0.05], [2.64, -1.06, -1.96], [-2.83, 5.28, 0.11], [2.73, -1.81, 3.13], [-2.26, 5.25, 1.38], [-3.83, 0.81, -3.68], [3.52, -4.76, 0.63], [4.01, 1.95, 2.60], [2.15, -2.60, 2.64], [4.10, -3.95, 1.09], [-4.75, 0.29, -3.45], [1.35, 5.49, -1.99], [0.44, 3.48, -1.83], [4.89, 1.97, 3.24], [-1.09, -5.48, 3.27], [1.74, 1.85, 1.03], [2.60, 0.62, -3.47], [-2.47, 2.87, -0.15], [3.04, 3.93, -1.01], [-1.52, -6.36, 1.36], [-3.53, -1.35, -5.92], [-1.86, 4.04, 1.91], [-1.59, -3.03, 2.05], [1.55, -1.32, -3.93], [-1.53, -0.65, 2.03]]
}


- Look up the multiplicity of the second one.
  1


- What is the formula in the third record?
  C32H34BCdF4N7O5PS